47
Properties=species:S:1:pos:R:3:forces:R:3 method="wB97M-V/def2-TZVPD" total_charge=-1 e_above_lowest_ev=0.926 homo_ev=-4.561 lumo_energy_ha=0.0759 molar_mass_g_mol=672.39
Pt 0.000 -0.131 0.061 0.2 -0.5 0.3
N -3.757 -0.097 0.020 0.1 0.0 0.0
C -3.066 -1.295 0.018 -0.1 0.1 0.0
N -3.685 -2.454 -0.142 0.0 -0.2 0.0
N -2.698 -3.373 -0.102 0.0 0.1 0.0
N -1.556 -2.803 0.075 -0.1 0.0 0.0
N -1.750 -1.461 0.167 -0.2 0.3 0.1
C -3.194 1.165 0.101 -0.2 -0.2 0.1
N -3.896 2.291 0.110 0.0 0.1 0.0
N -2.961 3.254 0.245 0.1 -0.2 0.0
N -1.779 2.725 0.309 -0.3 0.0 0.0
N -1.896 1.374 0.214 -0.2 0.6 0.1
H -4.750 -0.151 -0.110 0.0 0.0 0.0
N 0.086 0.645 2.038 0.3 -0.8 -0.9
C 1.158 0.212 2.864 -0.2 -0.1 0.3
C 0.887 -0.365 4.097 -0.1 0.0 0.0
C 1.921 -0.795 4.911 0.1 0.0 0.0
C 3.232 -0.646 4.480 -0.1 0.0 0.0
C 3.484 -0.101 3.230 0.0 0.1 0.1
C 2.456 0.339 2.394 0.2 0.0 0.0
C 2.744 0.820 1.023 0.2 -0.1 0.0
C 3.952 1.503 0.826 0.0 0.0 0.0
C 4.441 1.778 -0.434 0.0 0.0 -0.1
C 3.712 1.340 -1.533 0.0 0.0 0.1
C 2.483 0.732 -1.344 0.2 0.1 0.2
C 1.917 0.483 -0.074 -0.3 0.4 -0.6
H -0.824 0.551 2.470 -0.1 0.1 -0.1
H 0.194 1.579 1.646 -0.1 0.3 0.4
H -0.144 -0.485 4.410 0.0 0.0 0.0
H 1.701 -1.244 5.871 0.0 0.0 0.0
H 4.055 -0.975 5.102 0.0 0.0 0.0
H 4.505 -0.038 2.876 0.0 0.0 0.0
H 4.514 1.836 1.692 0.0 -0.1 0.0
H 5.378 2.307 -0.557 0.0 0.0 0.0
H 4.084 1.498 -2.540 0.0 0.0 0.0
H 1.942 0.445 -2.233 0.1 0.0 0.0
Br -0.215 2.570 -4.886 0.0 0.0 0.0
C -0.034 0.923 -3.987 -0.3 0.0 -0.1
C 0.438 -0.191 -4.656 0.0 0.0 0.0
C 0.520 -1.385 -3.961 -0.1 0.0 -0.1
C 0.138 -1.416 -2.631 -0.2 -0.3 -0.1
N -0.304 -0.327 -2.001 1.3 0.0 0.4
C -0.397 0.832 -2.655 -0.4 0.1 -0.2
H 0.731 -0.123 -5.695 0.0 0.0 0.0
H 0.865 -2.286 -4.447 0.0 0.0 0.0
H 0.153 -2.325 -2.041 0.1 0.1 0.0
H -0.769 1.683 -2.096 0.1 0.0 0.1